The following is a DFT calculation (the ωB97M-V functional and the def2-TZVPD basis) of 5 unconnected molecules or ions with the total composition C12H24Cl6N2O5.

Values from the calculation:
HOMO energy   -9.3 eV
Maximum force   0.0829 Eh/bohr
DFT total energy   -101185.715 eV

```
! RIJCOSX wB97M-V def2-TZVPD def2/J DEFGRID3
* xyz 0 1
Cl 3.6891 3.0078 0.8317
Cl 2.7980 1.6028 -1.6576
Cl -0.4111 -2.0537 -3.3029
Cl -1.5791 -4.1818 -1.8059
Cl 1.6261 4.2433 -0.7625
Cl -3.2621 -1.9221 -2.5312
O -1.3088 -1.5596 1.0557
O -1.9247 3.7371 -3.1254
O -1.7565 0.5995 1.3402
O -1.2404 -0.6307 3.0766
O 1.4266 0.2268 1.3118
N 2.2525 -1.7375 0.7643
N -1.5520 2.3848 -4.9660
C 2.3302 2.6913 -0.2406
C -1.4173 -0.5740 1.7549
C -1.2625 1.0013 -5.4847
C -1.3469 1.5414 -2.6271
C -0.2227 -1.4769 5.0429
C -0.6215 -1.7157 3.6586
C 1.3731 -1.9165 -0.4083
C -1.5984 -2.5155 -2.0531
C -1.4181 1.7383 2.2119
C 2.2699 -0.6407 1.5192
C -1.5690 2.6787 -3.6001
C 3.2340 -0.4641 2.6110
H -1.4837 -1.8802 -1.1737
H -1.6332 0.8508 -6.4852
H -0.2094 0.7337 -5.5057
H 0.3915 -0.6289 5.1217
H -0.3741 1.0576 -2.6500
H 0.4629 -2.4400 -0.1427
H -1.2151 -2.6864 3.5980
H 1.8587 -2.5881 -1.1135
H 2.9167 -2.4630 0.9139
H -0.3202 1.7738 2.2613
H 1.5529 2.0801 0.2470
H 0.2853 -1.9672 3.0458
H 2.7065 -0.3830 3.5801
H -2.1294 0.7748 -2.8393
H -1.5648 1.9079 -1.6347
H -2.2364 2.9257 -5.4883
H 3.7764 0.4811 2.3956
H 0.3431 -2.3590 5.4133
H -1.0907 -1.3492 5.7063
H 1.0662 -0.9900 -0.7984
H -1.7708 1.5117 3.1857
H 3.8899 -1.3528 2.7240
H -1.8022 0.3003 -4.8532
H -1.9285 2.6262 1.8789
*
```

=====

The following is a DFT calculation (the ωB97M-V functional and the def2-TZVPD basis) of a molecular structure, C12H24F14K3NO16P2S2.

Values from the calculation:
HOMO energy (spin up / spin down)   -12.9 / -12.9 eV
Maximum force   0.2262 Eh/bohr
DFT total energy   -174353.681 eV

```
! RIJCOSX wB97M-V def2-TZVPD def2/J DEFGRID3
* xyz 1 2
K 16.5616 -14.3062 4.3902
K 11.5838 -14.1221 5.6997
K 17.0747 -16.6702 1.4550
S 14.4289 -17.0447 4.1385
S 13.6411 -15.5210 2.5299
P 12.5290 -15.3211 9.1958
P 13.9919 -11.1948 5.8157
F 12.6898 -13.9627 8.2842
F 13.8441 -9.6591 6.2714
F 11.7265 -14.4352 10.3011
F 12.4483 -16.6951 10.0884
F 14.0447 -12.7547 5.2942
F 13.5694 -11.7234 7.3399
F 14.0032 -14.9783 9.9418
F 12.4700 -11.2852 5.3588
F 15.8176 -17.4042 4.9265
F 14.3259 -14.7646 1.3396
F 14.4148 -10.6961 4.3317
F 11.0467 -15.6535 8.4438
F 13.3430 -16.2711 8.1762
F 15.5338 -11.1954 6.2438
O 14.8300 -19.5893 7.4091
O 10.0203 -18.4583 3.5227
O 14.2064 -20.9846 5.7932
O 10.0074 -14.6204 0.2752
O 8.6065 -15.1802 1.9400
O 11.1065 -16.6774 4.5254
O 17.9684 -12.5597 0.0073
O 13.1654 -14.3170 3.1980
O 16.0936 -11.8275 0.5727
O 10.2015 -18.5694 5.6422
O 12.7275 -16.3864 1.7515
O 12.7717 -20.6171 7.3965
O 16.7927 -13.8542 1.4308
O 14.0114 -18.3960 3.7253
O 13.8641 -16.3871 5.2977
O 10.3806 -13.7483 2.4116
N 15.0621 -16.1627 3.1475
C 11.2004 -14.0819 -0.3091
C 12.3900 -20.1996 8.6418
C 10.1120 -17.9737 2.1623
C 14.0052 -20.3546 6.9038
C 15.0395 -11.6386 1.4730
C 9.7349 -14.4336 1.6104
C 8.2293 -15.2365 3.3540
C 10.4959 -17.7819 4.5330
C 18.9791 -13.5012 -0.2915
C 10.3487 -18.0906 6.9574
C 15.4945 -21.1687 5.2170
C 16.8963 -12.8771 0.6998
H 11.3601 -13.0793 0.0877
H 11.2230 -17.4564 7.1034
H 15.1635 -12.0249 2.4846
H 14.1345 -11.9539 0.9537
H 10.2303 -18.8831 7.6963
H 16.1068 -21.8338 5.8260
H 13.0627 -20.5025 9.4442
H 12.3608 -19.1101 8.6579
H 7.4882 -14.4805 3.6138
H 9.5984 -17.3368 7.1960
H 7.8247 -16.2225 3.5827
H 15.8811 -20.1531 5.1317
H 11.3938 -20.5491 8.9130
H 9.0564 -15.1886 4.0623
H 10.2422 -16.8950 2.2491
H 9.2315 -18.2990 1.6082
H 14.9755 -10.5727 1.6919
H 19.7201 -13.1198 -0.9941
H 12.1077 -14.6811 -0.2331
H 18.5698 -14.4595 -0.6112
H 19.6096 -13.7041 0.5741
H 11.0135 -14.0065 -1.3803
H 15.4585 -21.5261 4.1879
H 10.9905 -18.3937 1.6726
*
```

=====

The following is a DFT calculation (the ωB97M-V functional and the def2-TZVPD basis) of a molecular structure, C12H24F6IrOS5Sb.

Values from the calculation:
HOMO energy (spin up / spin down)   -18.6 / -18.2 eV
Maximum force   0.0470 Eh/bohr
Relative energy (zero: lowest compared OMol25 entry of this formula, charge and spin)   201.2 kJ/mol
DFT total energy   -94712.864 eV

```
! RIJCOSX wB97M-V def2-TZVPD def2/J DEFGRID3
* xyz 3 2
Ir 0.3028 0.5073 0.1233
Sb -0.8701 2.2069 -2.6371
S -1.0203 -0.3980 1.9110
S 0.2237 2.4806 1.4600
S 2.3006 1.5567 -0.7805
S -1.6255 -1.4440 -2.0064
S 1.9007 -1.0704 0.9084
F 0.3075 2.9099 -3.8462
F -2.2258 3.4261 -2.5011
F 0.1199 3.0724 -1.2665
F -1.4661 1.2658 -0.9513
F -1.8457 1.0179 -3.6477
F 0.3305 0.6789 -2.3734
O -0.8008 -1.4720 -0.7167
C 0.0595 -1.5456 2.7565
C 3.6640 0.4992 -0.3198
C -0.0882 1.9091 3.1301
C 2.5102 3.0533 0.1854
C 3.4669 -0.1902 0.9924
C -1.3327 -2.9781 -2.9648
C -2.7605 -3.4800 -3.2228
C -1.2448 0.9493 3.0701
C 1.9492 2.9830 1.5731
C -3.5763 -3.2048 -1.9555
C 1.5113 -1.1937 2.6513
C -3.3839 -1.7128 -1.6497
H 1.9811 3.9809 2.0183
H -4.6289 -3.4265 -2.1110
H -3.9315 -1.0611 -2.3339
H -0.7624 -2.7191 -3.8548
H 3.7330 -0.2130 -1.1454
H 4.2588 -0.9268 1.1514
H 3.5722 3.3072 0.2045
H 2.0028 3.8090 -0.4118
H -0.7451 -3.6131 -2.2980
H 3.4507 0.4794 1.8493
H -0.3862 2.7776 3.7234
H 1.7868 -0.2637 3.1430
H -1.4622 0.5203 4.0504
H -3.1946 -2.9590 -4.0760
H 2.4698 2.3008 2.2426
H -3.5368 -1.3885 -0.6190
H 4.5799 1.0942 -0.3292
H -2.7381 -4.5421 -3.4613
H -2.1580 1.4436 2.7282
H -0.2644 -1.6108 3.7967
H 0.8227 1.5046 3.5672
H -3.2174 -3.8144 -1.1253
H -0.1529 -2.5083 2.2870
H 2.1147 -1.9977 3.0814
*
```

=====

The following is a DFT calculation (the ωB97M-V functional and the def2-TZVPD basis) of a single C12H24N2O2 molecule.

Values from the calculation:
HOMO energy   -8.7 eV
Maximum force   0.0841 Eh/bohr
Relative energy (zero: lowest compared OMol25 entry of this formula, charge and spin)   454.4 kJ/mol
DFT total energy   -19905.535 eV

```
! RIJCOSX wB97M-V def2-TZVPD def2/J DEFGRID3
* xyz 0 1
O 1.5860 -2.8920 1.0346
O -1.0944 -3.2422 0.4438
N 0.7049 -1.8374 0.5504
N -0.5791 -0.0538 -1.3133
C 1.3429 -0.5705 0.0489
C 2.3856 0.0260 1.1101
C 4.4480 0.5190 -0.2149
C -2.4802 -0.5285 0.1434
C 1.7863 0.3732 2.4167
C -3.8616 0.0935 -2.0983
C -2.8205 1.9146 -0.6587
C 3.2120 1.1510 0.5472
C -1.3955 -1.1431 -0.7089
C -3.3987 0.4260 -0.6151
C -0.5927 -2.1754 0.1806
C 0.3379 0.5023 -0.2957
H 5.0871 -0.0460 0.5221
H 5.0841 1.2271 -0.7961
H 0.9299 0.9962 2.2654
H -0.1389 -0.2332 -2.1618
H 4.0791 -0.1188 -1.0217
H -1.8649 -1.5720 -1.5741
H 1.4774 -0.5175 2.9536
H -3.1397 -1.2369 0.6347
H 3.0818 -0.7596 1.3365
H 2.7159 1.9545 0.0138
H -3.0389 -0.2586 -2.6785
H 1.9224 -0.8793 -0.8730
H 3.5720 1.6165 1.3909
H -1.7677 1.9219 -0.3842
H -2.1290 0.1030 1.0106
H -4.3981 0.9835 -2.4907
H -4.2294 0.5404 0.1244
H -4.6340 -0.7239 -2.0704
H 2.4311 0.8200 3.1406
H -3.2743 2.3969 0.2053
H -0.0631 0.9021 0.7094
H 1.0817 -3.5577 1.5029
H 0.7821 1.3680 -0.7827
H -3.1475 2.5104 -1.5476
*
```

=====

The following is a DFT calculation (the ωB97M-V functional and the def2-TZVPD basis) of a single C12H24N2O3 molecule.

Values from the calculation:
HOMO energy   -8.7 eV
Maximum force   0.0133 Eh/bohr
Relative energy (zero: lowest compared OMol25 entry of this formula, charge and spin)   182.0 kJ/mol
DFT total energy   -21955.822 eV

```
! RIJCOSX wB97M-V def2-TZVPD def2/J DEFGRID3
* xyz 0 1
O -1.8872 3.4517 1.7908
O -4.6716 2.0747 1.1900
O -1.9833 -1.2030 1.1524
N -1.2945 0.8395 0.3990
N 1.7476 -0.9351 -0.6859
C 2.9985 -0.6285 -1.3594
C 1.6259 -0.2429 0.5814
C -0.6792 -1.1917 -0.8500
C 0.4042 -0.7420 1.3455
C -3.6117 1.5215 0.4472
C 4.7841 -1.4906 -2.9126
C 0.5859 -0.6605 -1.5123
C -2.4006 1.0971 1.3106
C -2.6255 -0.2720 1.9840
C -2.0772 2.1843 2.3544
C 3.3546 -1.6726 -2.4175
C -0.8850 -0.5545 0.5262
H 0.3230 -0.2160 2.2996
H 0.4709 0.4235 -1.6959
H -3.6773 -0.5582 2.0516
H -2.7306 3.7402 1.4219
H -1.5470 -0.9739 -1.4714
H -5.0697 1.3857 1.7326
H 3.7874 -0.6319 -0.6021
H -3.2863 2.2985 -0.2483
H 2.6730 -1.5992 -3.2659
H 0.5140 -1.8081 1.5454
H -2.1919 -0.2824 2.9958
H 1.5571 0.8539 0.4374
H 2.5220 -0.4438 1.1748
H 3.2355 -2.6625 -1.9752
H 2.9796 0.3770 -1.8176
H 5.0204 -2.2301 -3.6739
H -0.5305 1.4868 0.5466
H -2.8789 2.2048 3.1066
H -3.9376 0.6566 -0.1425
H 0.7166 -1.1588 -2.4732
H -0.6019 -2.2693 -0.7112
H -1.1389 1.9350 2.8591
H 4.9148 -0.5003 -3.3439
H 5.4914 -1.6027 -2.0939
*
```